DFT (wB97M-V/def2-TZVPD) results for a molecular structure, CH6NS.

- 2S+1: 1
- E_tot: -13458.710 eV
- Charge: -1
- LUMO: 4.45 eV
- Gap between HOMO and LUMO: 6.88 eV
- HOMO energy: -2.43 eV
- Energy above the lowest of the compared OMol25 structures with the same formula, charge and spin: 173.4 kJ/mol

Structure (XYZ):
```
9
Properties=species:S:1:pos:R:3:lowdin_charge:R:1
N -1.55084 0.54864 -1.32626 -0.078
H -2.04102 0.57910 -0.40136 -0.055
H -0.89955 1.24575 -1.14590 -0.099
H -1.09551 -0.41554 -1.29546 0.010
C 1.38066 -0.65684 0.76078 -0.356
S -0.18206 0.80020 1.54241 -0.238
H 1.16159 -0.61251 -0.36320 -0.021
H 2.14530 0.00002 0.84169 -0.114
H 1.08142 -1.48882 1.38728 -0.048
```

---

DFT (wB97M-V/def2-TZVPD) results for 2 unconnected molecules or ions with the total composition CH6NS.

- 2S+1: 1
- E_tot: -13460.194 eV
- Charge: -1
- LUMO: 4.45 eV
- Gap between HOMO and LUMO: 6.69 eV
- HOMO energy: -2.24 eV
- Energy above the lowest of the compared OMol25 structures with the same formula, charge and spin: 30.2 kJ/mol

Structure (XYZ):
```
9
Properties=species:S:1:pos:R:3:lowdin_charge:R:1
N -2.57789 0.25594 0.77602 -0.027
H -2.64362 0.30468 -0.23386 -0.018
H -2.80682 -0.68379 1.09509 -0.012
H -1.56020 0.18760 0.87068 -0.058
C 1.58689 0.43639 0.64408 -0.649
S 0.67998 -0.36536 -0.85046 -0.115
H 0.91668 1.14839 1.06795 -0.048
H 1.76084 -0.35665 1.37272 -0.033
H 2.52531 0.77396 0.21482 -0.040
```

---

DFT (wB97M-V/def2-TZVPD) results for 2 unconnected molecules or ions with the total composition CH6NS.

- 2S+1: 1
- E_tot: -13459.596 eV
- Charge: -1
- LUMO: 4.07 eV
- Gap between HOMO and LUMO: 6.07 eV
- HOMO energy: -2.00 eV
- Energy above the lowest of the compared OMol25 structures with the same formula, charge and spin: 87.9 kJ/mol

Structure (XYZ):
```
9
Properties=species:S:1:pos:R:3:lowdin_charge:R:1
N -0.90637 -1.55725 -2.86303 0.008
H -0.52544 -0.75803 -2.45492 -0.034
H -0.91145 -2.19089 -2.06442 0.011
H -0.00565 -1.81321 -3.27938 0.008
C -0.70346 0.66882 0.90604 -0.930
S 0.96806 0.59256 1.26188 0.002
H -1.48439 -0.17169 0.96871 0.011
H -1.06323 1.51535 1.43906 -0.057
H -0.93340 0.82535 -0.19419 -0.019
```

---

DFT (wB97M-V/def2-TZVPD) results for 2 unconnected molecules or ions with the total composition CH6NS.

- 2S+1: 2
- E_tot: -13455.203 eV
- Charge: -2
- LUMO (spin up / spin down): 7.09 / 6.95 eV
- Gap between HOMO and LUMO (spin up / spin down): 2.39 / 6.60 eV
- HOMO energy (spin up / spin down): 4.70 / 0.35 eV
- <S²>: 0.751
- Energy above the lowest of the compared OMol25 structures with the same formula, charge and spin: 98.4 kJ/mol

Structure (XYZ):
```
9
Properties=species:S:1:pos:R:3:mulliken_spin:R:1
S -1.72253 -0.81113 0.37439 0.023
H -2.83455 -0.87116 -0.34356 -0.018
C 1.44668 0.21122 0.19851 0.850
N 1.91572 1.25427 -0.81882 2.698
H 1.06026 0.81764 1.02044 -0.538
H 2.31316 -0.40775 0.42184 0.023
H 0.63842 -0.38877 -0.25380 -0.066
H 1.39710 1.06084 -1.67544 -0.876
H 1.73664 2.14793 -0.35932 -1.096
```

---

DFT (wB97M-V/def2-TZVPD) results for 2 unconnected molecules or ions with the total composition CH6O2.

- 2S+1: 1
- SMILES: OO.C
- E_tot: -5225.218 eV
- LUMO: 0.88 eV
- Gap between HOMO and LUMO: 10.84 eV
- HOMO energy: -9.96 eV
- Energy above the lowest of the compared OMol25 structures with the same formula, charge and spin: 354.4 kJ/mol

Structure (XYZ):
```
9
Properties=species:S:1:pos:R:3:lowdin_charge:R:1
O -0.93548 -0.43770 -1.29607 -0.131
O -0.48073 -1.65721 -0.66168 -0.102
H -1.44614 -0.36728 -2.08522 0.075
H 0.20360 -1.34036 0.07155 0.114
C 0.54100 0.71441 0.79070 -0.067
H -0.51031 0.43728 0.97898 0.037
H 0.78647 0.81776 -0.24800 0.015
H 1.21091 0.05758 1.31149 0.016
H 0.63068 1.77552 1.13824 0.044
```

---

DFT (wB97M-V/def2-TZVPD) results for 2 unconnected molecules or ions with the total composition CH6O2P2.

- 2S+1: 1
- SMILES: O[PH]#[PH2].C=O
- E_tot: -23804.617 eV
- LUMO: 0.68 eV
- Gap between HOMO and LUMO: 9.00 eV
- HOMO energy: -8.32 eV
- Energy above the lowest of the compared OMol25 structures with the same formula, charge and spin: 98.5 kJ/mol

Structure (XYZ):
```
11
Properties=species:S:1:pos:R:3:lowdin_charge:R:1
O -1.17137 -1.90160 0.25307 -0.449
P -2.03301 -0.72824 -0.41406 0.489
P -1.21194 0.84995 0.76689 0.520
H -0.97885 -2.47785 -0.40340 -0.036
H -1.23388 -0.62811 -1.59016 -0.094
H -1.19482 1.77618 -0.22268 -0.175
H -2.45138 1.38781 1.13638 -0.168
C 1.81310 0.45087 -0.69842 -0.161
O 1.13613 -0.44810 -1.12647 -0.076
H 1.84424 0.77758 0.28712 0.032
H 2.56012 0.94255 -1.51028 0.120
```

---

DFT (wB97M-V/def2-TZVPD) results for 3 unconnected molecules or ions with the total composition CH6O3.

- 2S+1: 1
- SMILES: C=O.O.O
- E_tot: -7275.805 eV
- LUMO: 0.80 eV
- Gap between HOMO and LUMO: 10.73 eV
- HOMO energy: -9.93 eV
- Energy above the lowest of the compared OMol25 structures with the same formula, charge and spin: 16.8 kJ/mol

Structure (XYZ):
```
10
Properties=species:S:1:pos:R:3:lowdin_charge:R:1
C 1.55073 0.12424 1.07209 -0.159
O 1.76889 0.48590 -0.05471 -0.019
H 2.35959 -0.27697 1.71818 0.083
H 0.53395 0.18194 1.47862 0.067
O -0.75794 -1.70874 0.67622 -0.076
H -1.12006 -1.47627 -0.18472 0.035
H -0.00279 -2.30233 0.45996 0.059
O -1.94027 1.19607 -1.46924 -0.063
H -2.31881 2.02600 -1.14702 0.038
H -1.21257 1.47581 -2.03490 0.035
```

---

DFT (wB97M-V/def2-TZVPD) results for 3 unconnected molecules or ions with the total composition CH6O3.

- 2S+1: 2
- E_tot: -7264.695 eV
- Charge: +1
- LUMO (spin up / spin down): -8.13 / -11.54 eV
- Gap between HOMO and LUMO (spin up / spin down): 5.75 / 2.34 eV
- HOMO energy (spin up / spin down): -13.87 / -13.88 eV
- <S²>: 0.758
- Energy above the lowest of the compared OMol25 structures with the same formula, charge and spin: 48.0 kJ/mol

Structure (XYZ):
```
10
Properties=species:S:1:pos:R:3:mulliken_spin:R:1
O 0.02554 2.71636 1.57067 0.809
C 0.32682 1.57921 1.70802 -0.016
H 1.38433 1.24068 1.73197 0.099
H -0.50604 0.85045 1.87457 0.107
H 1.21767 -0.51813 -2.15256 0.000
H 0.21654 -1.52843 -1.70827 0.000
O 0.43691 -0.97826 -2.48672 0.000
H -0.75021 -3.19023 0.02680 0.000
H -0.59853 -1.67088 0.38176 0.000
O -0.78960 -2.29354 -0.32158 0.000
```

---

Question: What is the 2S+1 in the first record?
Answer: 1

---

Question: Among the records above, which one has the highest energy above the lowest of the compared OMol25 structures with the same formula, charge and spin?
Answer: CH6O2

---

Question: What is the E_tot in the fifth record?
Answer: -5225.218 eV